# 1
Computed, not measured: a molecular structure, C34H40FeO6P2Te at a distorted geometry, with wB97M-V/def2-TZVPD.

Computed properties:
expectation value of S²	8.76
spin multiplicity	6
relative energy (zero: lowest compared OMol25 entry of this formula, charge and spin)	0.518	eV
HOMO-LUMO gap (spin up / spin down)	5.0626 / 6.5724	eV
charge	-1
E_HOMO (spin up / spin down)	-2.795 / -4.307	eV

```
84
C34H40FeO6P2Te wB97M-V/def2-TZVPD
Fe -1.367 0.737 -0.513
O 0.901 0.265 -1.283
P 2.385 0.305 -1.415
C 3.032 1.978 -1.234
C 4.373 2.304 -1.447
C 4.819 3.586 -1.179
C 3.933 4.553 -0.715
C 2.593 4.236 -0.536
C 2.139 2.953 -0.795
C 2.917 -0.343 -3.016
C 4.161 -0.958 -3.168
C 4.595 -1.345 -4.425
C 3.802 -1.110 -5.540
C 2.567 -0.488 -5.393
C 2.127 -0.105 -4.139
C 3.276 -0.732 -0.213
C 4.220 -0.253 0.689
C 4.761 -1.103 1.642
C 4.348 -2.426 1.708
C 3.409 -2.908 0.807
C 2.875 -2.066 -0.152
H 5.065 1.552 -1.809
H 5.863 3.836 -1.321
H 4.288 5.553 -0.500
H 1.896 4.981 -0.176
H 1.099 2.696 -0.618
H 4.771 -1.156 -2.296
H 5.555 -1.833 -4.544
H 4.145 -1.410 -6.522
H 1.954 -0.304 -6.265
H 1.154 0.355 -4.006
H 4.527 0.783 0.653
H 5.489 -0.728 2.350
H 4.751 -3.077 2.473
H 3.090 -3.941 0.867
H 2.140 -2.426 -0.863
C -0.230 -1.438 1.910
C -0.384 -0.019 2.505
C 0.964 0.712 2.383
C -1.389 0.746 1.669
C -0.809 -0.157 3.959
C 0.003 0.193 5.038
C -0.418 0.001 6.349
C -1.666 -0.538 6.614
C -2.500 -0.859 5.549
C -2.076 -0.669 4.244
H 0.085 -1.346 0.867
H -1.185 -1.963 1.926
H 0.517 -2.025 2.458
H 1.201 0.824 1.331
H 1.766 0.153 2.878
H 0.892 1.714 2.810
H -2.090 1.323 2.275
H 0.979 0.624 4.867
H 0.238 0.276 7.168
H -1.989 -0.703 7.635
H -3.490 -1.256 5.741
H -2.739 -0.909 3.420
C -2.613 4.652 -1.274
C -2.165 3.226 -0.998
O -2.868 2.269 -1.396
O -1.072 3.056 -0.395
H -3.669 4.688 -1.533
H -2.028 5.041 -2.109
H -2.414 5.272 -0.400
C -6.365 0.994 -1.044
C -6.110 -0.501 -1.098
O -4.966 -0.778 -1.912
P -3.577 -1.094 -1.126
O -3.456 -0.335 0.144
Te -1.802 -0.928 -2.682
O -3.809 -2.644 -0.660
C -3.973 -3.655 -1.648
C -4.051 -4.998 -0.950
H -7.189 1.209 -0.361
H -6.612 1.371 -2.038
H -5.462 1.497 -0.695
H -6.955 -1.029 -1.549
H -5.955 -0.887 -0.087
H -3.128 -3.627 -2.344
H -4.886 -3.463 -2.224
H -3.118 -5.197 -0.422
H -4.232 -5.789 -1.680
H -4.861 -4.994 -0.220
```

***

# 2
Computed, not measured: a molecular structure, C17H16I2N2O6Zn at a distorted geometry, with wB97M-V/def2-TZVPD.

Computed properties:
spin multiplicity	1
relative energy (zero: lowest compared OMol25 entry of this formula, charge and spin)	0.832	eV
HOMO-LUMO gap	7.3574	eV
charge	0
E_HOMO	-7.543	eV

```
44
C17H16I2N2O6Zn wB97M-V/def2-TZVPD
Zn -0.193 0.054 -0.409
O 0.464 2.596 2.995
C 0.059 1.665 2.144
O 0.172 1.784 0.950
C -0.505 0.444 2.846
O -0.746 -0.611 1.962
C -2.109 -1.004 1.804
C -2.782 -0.476 0.491
O -3.956 -0.738 0.346
O -2.034 0.173 -0.300
H 0.809 3.375 2.523
H -1.413 0.769 3.370
H 0.221 0.111 3.603
H -2.714 -0.677 2.652
H -2.124 -2.096 1.769
I 5.968 -0.427 -4.661
C 4.097 -0.079 -3.727
C 2.961 0.118 -4.494
C 1.777 0.358 -3.839
I -0.035 0.597 -4.871
C 1.664 0.461 -2.439
O 0.522 0.772 -1.914
C 2.839 0.212 -1.699
C 2.794 0.296 -0.201
N 1.752 -0.564 0.376
C 1.985 -1.993 0.192
C 0.936 -2.646 -0.677
C 1.068 -3.966 -1.093
C 0.095 -4.512 -1.913
C -0.980 -3.724 -2.295
C -1.046 -2.425 -1.823
N -0.112 -1.916 -1.027
C 4.034 -0.053 -2.346
H 2.995 0.076 -5.572
H 2.557 1.327 0.078
H 3.785 0.039 0.201
H 1.696 -0.363 1.368
H 1.988 -2.495 1.165
H 2.965 -2.159 -0.271
H 1.922 -4.549 -0.783
H 0.176 -5.536 -2.250
H -1.754 -4.102 -2.943
H -1.857 -1.758 -2.076
H 4.928 -0.217 -1.759
```

***

# 3
Computed, not measured: a molecular structure, C32H30BaN6O2PS2Se2Te2, with wB97M-V/def2-TZVPD.

Computed properties:
spin multiplicity	1
relative energy (zero: lowest compared OMol25 entry of this formula, charge and spin)	0.314	eV
HOMO-LUMO gap	5.2986	eV
charge	-1
E_HOMO	-3.371	eV

```
78
C32H30BaN6O2PS2Se2Te2 wB97M-V/def2-TZVPD
Ba -0.047 0.200 0.603
C -1.417 -3.483 5.139
N -0.107 -2.955 4.833
C 1.098 -3.534 5.176
C 2.062 -2.788 4.616
N 1.449 -1.742 3.946
C 0.090 -1.856 4.064
S -1.168 -0.933 3.437
C 2.176 -0.893 3.064
C 3.205 -1.441 2.308
C 3.903 -0.599 1.468
C 3.559 0.752 1.422
C 2.526 1.194 2.225
N 1.818 0.379 3.027
H -1.294 -4.370 5.756
H -1.934 -3.740 4.214
H -2.008 -2.737 5.668
H 1.156 -4.417 5.785
H 3.131 -2.887 4.641
H 3.377 -2.508 2.297
H 4.656 -0.981 0.790
H 4.058 1.413 0.726
H 2.190 2.224 2.195
Se 0.487 -3.157 0.950
Te 2.344 -3.438 -0.739
Te 2.304 -1.018 -2.004
Se 4.615 -0.132 -1.940
O -1.144 2.607 1.603
C -0.944 2.957 0.420
O 0.118 2.749 -0.226
C -2.092 3.536 -0.374
C -3.046 4.314 0.264
C -4.128 4.822 -0.441
C -4.265 4.522 -1.787
C -3.328 3.715 -2.423
C -2.224 3.213 -1.733
P -1.047 2.005 -2.492
C -1.957 1.616 -4.042
C -2.878 0.571 -3.964
C -3.625 0.195 -5.070
C -3.444 0.848 -6.281
C -2.513 1.873 -6.380
C -1.776 2.256 -5.266
C 0.306 3.047 -3.138
C 0.261 4.436 -3.185
C 1.348 5.156 -3.661
C 2.493 4.495 -4.087
C 2.547 3.109 -4.040
C 1.454 2.394 -3.574
H -2.931 4.502 1.324
H -4.863 5.442 0.058
H -5.108 4.909 -2.347
H -3.466 3.469 -3.467
H -2.998 0.044 -3.022
H -4.334 -0.619 -4.989
H -4.018 0.550 -7.150
H -2.359 2.376 -7.326
H -1.047 3.053 -5.347
H -0.617 4.962 -2.831
H 1.306 6.238 -3.685
H 3.348 5.059 -4.439
H 3.442 2.575 -4.331
H 1.511 1.312 -3.534
C -5.665 1.277 1.299
C -5.157 1.132 -0.134
C -4.229 -0.027 -0.290
N -2.952 0.096 -0.286
N -2.272 -1.086 -0.396
C -3.046 -2.129 -0.448
N -2.567 -3.385 -0.563
S -4.734 -1.697 -0.418
H -6.318 2.145 1.386
H -4.825 1.410 1.981
H -6.226 0.395 1.614
H -4.586 2.017 -0.422
H -5.991 1.037 -0.833
H -1.581 -3.476 -0.269
H -3.170 -4.138 -0.279
```

***

# 4
Computed, not measured: a molecular structure, C12H14ClN5O13SV, with wB97M-V/def2-TZVPD.

Computed properties:
expectation value of S²	3.78
spin multiplicity	4
relative energy (zero: lowest compared OMol25 entry of this formula, charge and spin)	0.383	eV
HOMO-LUMO gap (spin up / spin down)	5.4457 / 8.9846	eV
charge	-2
E_HOMO (spin up / spin down)	-0.765 / -4.316	eV

```
47
C12H14ClN5O13SV wB97M-V/def2-TZVPD
V -0.092 -0.400 0.292
C -3.673 1.083 0.041
C -2.576 1.681 0.838
N -1.361 1.190 0.974
C -0.670 2.029 1.803
C -1.481 3.059 2.185
N -2.684 2.807 1.573
C -1.293 4.245 3.045
O -0.102 4.391 3.580
O -2.209 5.024 3.225
C 0.737 1.672 2.139
O 1.385 2.434 2.881
O 1.137 0.588 1.627
H -3.243 0.426 -0.712
H -4.242 1.866 -0.461
H -4.336 0.508 0.690
H -3.453 3.457 1.575
H 0.534 3.623 3.314
O -0.065 -0.416 -3.407
S -0.723 0.126 -2.248
O -1.803 1.056 -2.564
O -1.245 -0.964 -1.314
O 0.269 0.796 -1.288
O 1.808 -4.079 0.200
Cl 2.169 -2.742 0.571
O 3.533 -2.473 0.237
O 1.912 -2.505 1.957
O 1.321 -1.822 -0.241
N -3.655 -5.644 3.366
C -3.482 -4.337 3.846
O -4.008 -4.023 4.918
C -2.712 -3.439 3.018
C -2.216 -3.762 1.724
C -1.460 -2.870 1.027
N -1.122 -1.632 1.504
C -1.602 -1.313 2.750
C -2.372 -2.148 3.498
H -3.953 -6.264 4.103
H -2.901 -6.011 2.807
H -2.442 -4.707 1.248
H -1.086 -3.102 0.039
H -1.313 -0.342 3.131
H -2.710 -1.843 4.479
N -1.816 3.796 -1.352
H -1.539 4.482 -2.046
H -1.920 2.910 -1.854
H -0.996 3.655 -0.768
```

***

# 5
Computed, not measured: 10 unconnected molecules or ions with the total composition C27H74F3O16P2 at a distorted geometry, with wB97M-V/def2-TZVPD.

Computed properties:
spin multiplicity	1
HOMO-LUMO gap	6.3557	eV
charge	-1
E_HOMO	-4.547	eV

```
122
C27H74F3O16P2 wB97M-V/def2-TZVPD
C 2.312 -6.616 3.078
C 0.842 -6.800 2.657
C 0.097 -5.486 2.712
C 0.451 -4.564 1.551
O -0.541 -3.611 1.301
P -0.646 -2.348 2.486
P -2.576 -1.633 1.580
O -3.765 -2.033 2.315
O -2.666 -2.075 0.023
O -2.476 0.028 1.512
O -0.797 -1.079 3.670
C 0.335 -0.241 3.450
C 0.714 -0.165 1.933
C 2.231 0.016 1.936
C 2.959 -0.398 0.669
O 2.694 -1.701 0.264
C 2.783 0.575 -0.481
F 1.652 0.461 -1.105
F 3.740 0.303 -1.392
F 2.989 1.808 -0.120
O 0.203 -1.313 1.373
H 2.756 -7.592 3.222
H 2.321 -6.083 4.014
H 2.815 -6.050 2.308
H 0.420 -7.514 3.354
H 0.812 -7.271 1.680
H -0.973 -5.619 2.665
H 0.351 -5.005 3.645
H 1.431 -4.108 1.686
H 0.522 -5.172 0.649
H 0.569 -2.718 3.158
H -1.491 -3.161 3.312
H -1.761 -1.875 -0.305
H -2.237 0.211 0.591
H 0.079 0.697 3.936
H 1.099 -0.696 4.074
H 0.222 0.763 1.657
H 2.726 -0.458 2.768
H 2.406 1.078 2.045
H 4.023 -0.344 0.895
H 3.472 -2.075 -0.161
C -2.786 -2.670 7.548
C -1.837 -1.491 7.684
O -0.736 -1.613 6.797
H -2.260 -3.604 7.751
H -3.627 -2.580 8.240
H -3.176 -2.731 6.531
H -1.432 -1.441 8.696
H -2.364 -0.552 7.477
H -1.090 -1.644 5.895
C -4.422 -3.782 -3.453
C -3.337 -4.352 -2.560
O -3.217 -5.767 -2.738
H -5.380 -4.255 -3.233
H -4.519 -2.705 -3.310
H -4.199 -3.976 -4.507
H -3.572 -4.172 -1.514
H -2.372 -3.883 -2.779
H -2.997 -5.926 -3.662
C -0.136 -0.761 -3.926
C 0.294 -0.857 -2.474
O -0.544 -1.745 -1.747
H -1.172 -0.423 -3.989
H 0.499 -0.060 -4.472
H -0.083 -1.736 -4.418
H 0.216 0.117 -1.992
H 1.332 -1.195 -2.394
H -0.480 -2.624 -2.137
C 0.744 1.521 7.027
C 2.116 0.908 6.825
O 2.645 1.232 5.539
H 0.056 1.170 6.259
H 0.338 1.258 8.006
H 0.793 2.611 6.951
H 2.057 -0.177 6.882
H 2.812 1.259 7.596
H 2.709 2.190 5.477
C -1.642 3.496 0.036
C -1.289 3.623 1.510
O -2.189 2.896 2.333
H -2.651 3.853 -0.153
H -0.948 4.065 -0.587
H -1.608 2.448 -0.273
H -1.334 4.666 1.828
H -0.269 3.254 1.685
H -2.146 1.972 2.046
C -4.478 4.596 -4.407
C -4.462 4.305 -2.916
O -3.349 4.928 -2.276
H -3.556 4.249 -4.876
H -5.323 4.106 -4.893
H -4.548 5.672 -4.589
H -4.372 3.235 -2.736
H -5.387 4.656 -2.446
H -3.423 5.877 -2.418
C 0.015 3.637 -4.376
C -1.384 3.147 -4.690
O -1.927 3.867 -5.799
H -0.001 4.705 -4.154
H 0.442 3.109 -3.522
H 0.668 3.496 -5.239
H -2.048 3.306 -3.842
H -1.371 2.078 -4.924
H -1.341 3.725 -6.552
C -0.368 7.238 -7.864
C 0.703 6.573 -7.019
O 0.836 5.191 -7.346
H -1.327 6.739 -7.719
H -0.476 8.291 -7.601
H -0.121 7.168 -8.926
H 0.444 6.626 -5.964
H 1.669 7.068 -7.162
H 1.077 5.129 -8.276
C 8.046 -0.635 -1.909
C 6.743 -0.825 -1.154
O 6.662 -2.131 -0.584
H 8.137 -1.380 -2.700
H 8.100 0.359 -2.355
H 8.902 -0.764 -1.242
H 5.894 -0.716 -1.823
H 6.647 -0.081 -0.356
H 7.402 -2.235 0.023
```

***

# 6
Computed, not measured: a molecular structure, C26H24ClN5O4Pt, with wB97M-V/def2-TZVPD.

Computed properties:
expectation value of S²	6.04
spin multiplicity	5
relative energy (zero: lowest compared OMol25 entry of this formula, charge and spin)	0.131	eV
HOMO-LUMO gap (spin up / spin down)	6.9630 / 5.8528	eV
charge	+2
E_HOMO (spin up / spin down)	-13.295 / -14.226	eV

```
61
C26H24ClN5O4Pt wB97M-V/def2-TZVPD
Pt 0.841 -0.003 -0.329
Cl 0.327 -0.464 6.917
C 0.249 -0.708 5.247
C 0.295 -2.036 4.738
C 0.217 -2.238 3.405
C 0.104 -1.123 2.486
O -0.015 -1.351 1.268
C 0.066 0.234 3.037
C -0.061 1.436 2.234
N -0.131 1.519 0.958
C -0.389 2.760 0.314
C -0.891 3.871 0.940
C -1.104 5.069 0.233
C -0.851 5.139 -1.106
C -0.402 3.991 -1.797
C -0.196 3.968 -3.194
C 0.166 2.808 -3.810
C 0.344 1.658 -3.028
N 0.188 1.655 -1.723
C -0.179 2.800 -1.084
C 0.128 0.398 4.393
H 0.378 -2.868 5.427
H 0.226 -3.234 2.975
H -0.128 2.359 2.806
H -1.163 3.836 1.989
H -1.492 5.932 0.759
H -1.015 6.060 -1.656
H -0.349 4.877 -3.767
H 0.310 2.754 -4.881
H 0.596 0.709 -3.488
H 0.080 1.394 4.822
N 4.846 0.998 1.453
C 3.698 0.869 0.796
O 2.633 0.582 1.381
C 3.675 1.116 -0.684
C 2.736 0.142 -1.386
H 4.876 0.856 2.448
H 5.701 1.224 0.979
H 4.682 1.071 -1.110
H 3.326 2.143 -0.814
H 3.095 -0.888 -1.328
H 2.597 0.429 -2.424
O -2.966 -2.881 1.607
C -2.933 -4.036 0.766
N -3.760 -3.945 -0.407
C -3.420 -3.537 -1.674
O -4.197 -3.590 -2.602
C -2.026 -3.028 -1.954
C -1.395 -3.499 -3.097
C -0.177 -2.960 -3.479
C 0.357 -1.938 -2.726
N -0.256 -1.472 -1.630
C -1.422 -2.016 -1.234
H -3.848 -2.798 1.985
H -3.246 -4.918 1.314
H -1.899 -4.164 0.472
H -4.704 -4.288 -0.345
H -1.876 -4.269 -3.688
H 0.340 -3.311 -4.362
H 1.298 -1.475 -2.999
H -1.882 -1.614 -0.344
```